Computed, not measured: 9 unconnected molecules or ions with the total composition C49H107BBrClIN2O15PS at a distorted geometry, with ωB97M-V with the def2-TZVPD basis set.

Geometry as XYZ:
```
179
Properties=species:S:1:pos:R:3:forces:R:3
C 1.730 -1.235 5.003 1.2 0.3 0.2
C 2.643 -1.548 3.724 -0.7 -0.8 1.5
C 1.981 -1.088 2.388 -0.4 0.7 0.5
I 1.875 -2.891 1.121 -0.3 0.7 0.1
C 2.651 0.164 1.606 0.0 -2.9 2.0
N 3.791 -0.310 0.852 0.0 1.9 1.0
C 4.938 -0.617 1.285 2.3 -0.5 -0.6
C 6.171 0.355 1.038 -1.2 -0.7 -0.9
C 5.443 -1.993 1.891 0.3 0.0 -0.7
O 1.565 0.855 1.028 0.2 0.2 -0.7
C 1.166 1.032 -0.276 -0.3 0.5 -2.4
C 1.991 0.270 -1.409 0.2 -2.2 2.3
P -0.498 0.078 -0.499 -1.4 -2.2 2.0
O -0.820 -0.812 0.689 0.6 1.0 -0.7
C 0.999 2.658 -0.526 -0.4 0.2 -0.9
Br 1.817 2.856 -2.432 0.5 0.4 0.3
C -0.405 3.201 -0.978 -0.6 0.4 -0.6
C -1.624 3.431 -0.042 -1.2 -0.2 -0.5
C -1.790 4.820 0.671 -0.8 0.5 1.1
O -1.025 5.897 0.098 0.3 -0.3 0.1
N 1.724 3.490 0.446 0.8 -1.6 -1.1
C 2.553 4.548 -0.173 0.0 1.7 -0.4
C 3.214 5.697 0.671 1.3 0.3 0.3
C 4.800 5.561 0.845 -0.6 1.1 1.6
C 5.198 6.813 1.774 0.3 -0.7 -1.3
S 5.028 6.485 3.563 -3.5 1.0 2.4
O 4.074 5.439 3.893 1.7 -0.2 -1.4
O 4.593 7.719 4.212 1.8 -0.5 -1.1
Cl 6.865 5.908 4.385 -0.6 0.3 -0.9
C 1.175 3.892 1.714 0.9 1.8 1.9
C 0.288 3.188 2.740 -2.0 -0.5 3.3
C 0.190 3.947 4.023 -0.4 -0.8 -0.1
C -0.564 3.486 5.153 -0.1 -1.2 -1.3
C -1.284 2.223 5.104 0.7 0.3 -1.8
C -1.269 1.459 3.880 1.0 1.1 0.7
C -2.055 0.121 3.737 -0.2 1.1 -0.7
C -0.492 1.984 2.767 0.2 0.3 -0.5
B 3.216 1.307 2.656 0.1 1.6 0.2
O 4.036 2.333 2.139 -1.1 -1.6 -0.1
O 2.881 1.444 3.997 -0.1 -0.1 -0.9
H 1.158 -0.281 4.898 0.2 -1.0 0.0
H 2.440 -1.059 5.862 -0.8 -0.2 -0.7
H 1.099 -2.105 5.296 0.2 0.8 -0.5
H 3.656 -1.162 3.976 -0.7 0.1 -0.7
H 2.737 -2.668 3.744 0.1 1.1 -0.2
H 0.927 -0.778 2.631 0.9 -0.6 -0.6
H 5.755 1.243 0.504 0.6 -0.6 0.7
H 6.833 -0.187 0.316 -0.1 0.5 0.8
H 6.670 0.609 2.005 -0.2 -0.3 -0.9
H 5.503 -1.985 3.004 -0.4 0.0 -0.8
H 4.861 -2.862 1.481 0.1 1.0 0.8
H 6.498 -2.184 1.538 -0.9 0.5 0.3
H 2.020 -0.786 -0.975 0.0 0.9 -0.4
H 1.440 0.099 -2.353 0.6 0.8 0.5
H 3.066 0.527 -1.466 -0.9 0.3 -0.3
H -1.638 0.884 -0.702 0.5 0.2 -0.5
H -0.460 -0.814 -1.623 0.4 1.0 0.0
H -0.233 4.184 -1.502 0.0 -0.9 0.7
H -0.756 2.544 -1.821 0.3 0.6 0.9
H -1.860 2.550 0.616 0.5 1.2 -0.1
H -2.516 3.400 -0.743 1.1 0.0 0.4
H -2.869 5.142 0.583 0.9 -0.6 0.0
H -1.599 4.815 1.774 0.0 -0.5 -0.9
H -0.582 6.388 0.811 -0.4 -0.4 -0.3
H 1.866 5.115 -0.869 0.9 -0.7 0.3
H 3.450 4.140 -0.714 -1.3 0.0 0.2
H 2.834 5.911 1.693 -0.1 -0.5 -0.8
H 3.113 6.671 0.110 -0.2 -1.1 0.4
H 5.353 5.713 -0.109 -0.4 -0.5 0.6
H 5.095 4.652 1.422 -0.2 0.3 -0.9
H 4.453 7.615 1.532 0.8 -0.4 0.8
H 6.229 7.187 1.575 -0.8 -0.3 0.4
H 0.774 4.954 1.635 0.1 -1.1 0.0
H 2.101 4.034 2.362 -0.9 0.0 -0.8
H 0.712 4.929 4.156 -0.4 -1.0 -0.4
H -0.610 4.083 6.088 0.2 -0.4 -0.9
H -1.882 1.836 5.954 0.6 0.5 -0.5
H -3.055 0.398 3.308 0.8 -0.4 0.4
H -1.597 -0.567 2.979 -0.3 0.6 0.9
H -2.264 -0.376 4.713 0.4 0.4 -0.7
H -0.523 1.403 1.825 0.0 0.1 1.0
H 3.965 2.230 1.171 0.3 0.1 0.3
H 1.935 1.626 4.148 0.3 -0.3 0.0
C -1.515 8.790 5.757 -0.2 -0.2 0.0
C -0.248 8.157 5.203 0.0 0.7 0.0
C 0.992 8.918 5.646 0.2 -0.2 0.0
O -0.311 8.136 3.775 0.0 -0.4 -0.2
H -1.626 9.817 5.396 0.1 0.0 0.1
H -2.397 8.240 5.422 0.1 0.0 0.1
H -1.505 8.803 6.849 0.0 0.0 0.0
H -0.181 7.119 5.537 0.0 0.0 -0.2
H 0.968 9.950 5.282 -0.1 0.0 0.1
H 1.893 8.458 5.232 0.0 0.0 0.1
H 1.078 8.935 6.734 0.0 0.0 0.0
H -0.372 9.049 3.468 0.0 -0.1 0.1
C -5.061 -3.892 3.917 0.2 -0.2 0.1
C -4.816 -2.473 4.406 -0.6 -0.1 -0.5
C -6.113 -1.804 4.836 0.0 0.2 0.2
O -4.208 -1.709 3.366 0.1 -0.1 0.1
H -5.725 -3.894 3.047 -0.1 0.1 0.1
H -4.124 -4.356 3.603 0.0 0.0 0.1
H -5.511 -4.508 4.700 0.0 0.0 -0.1
H -4.116 -2.489 5.245 0.1 0.1 -0.1
H -6.812 -1.736 3.996 0.0 -0.1 0.0
H -5.923 -0.783 5.174 0.0 -0.1 0.0
H -6.594 -2.357 5.645 0.0 0.0 0.0
H -4.818 -1.688 2.618 0.1 0.0 0.1
C -4.188 -3.519 -3.073 -0.3 0.1 -0.2
C -3.067 -2.491 -3.058 0.2 -0.6 0.4
C -1.706 -3.158 -3.185 0.3 0.2 -0.1
O -3.123 -1.745 -1.841 -0.1 0.4 -0.1
H -4.092 -4.212 -2.232 0.1 0.0 -0.1
H -5.159 -3.027 -2.971 0.1 0.0 0.0
H -4.182 -4.095 -4.001 0.1 -0.1 0.1
H -3.206 -1.782 -3.878 0.0 0.1 0.2
H -1.526 -3.840 -2.348 -0.1 0.0 0.0
H -0.908 -2.411 -3.162 -0.1 0.0 0.0
H -1.630 -3.721 -4.115 0.0 0.0 0.1
H -3.000 -2.360 -1.107 0.1 0.1 0.0
C -1.936 0.965 -5.203 -0.2 -0.1 0.1
C -1.748 2.473 -5.287 0.5 -0.4 -0.1
C -0.948 2.864 -6.520 -0.1 0.2 -0.1
O -1.075 2.934 -4.117 -0.3 0.1 0.0
H -0.970 0.456 -5.130 0.0 0.1 -0.1
H -2.503 0.699 -4.307 0.0 0.1 0.0
H -2.466 0.583 -6.078 0.0 0.0 0.0
H -2.724 2.964 -5.312 0.1 0.1 0.2
H 0.051 2.418 -6.492 -0.1 -0.1 0.0
H -0.812 3.946 -6.561 -0.1 0.0 0.0
H -1.448 2.539 -7.435 0.1 0.0 0.0
H -0.208 2.505 -4.084 -0.1 0.1 0.0
C -3.303 -7.493 -6.241 -0.2 0.1 0.0
C -3.068 -5.994 -6.335 0.5 -0.5 -0.2
C -2.261 -5.638 -7.573 -0.1 0.3 -0.1
O -2.375 -5.547 -5.169 -0.2 0.1 0.1
H -2.357 -8.031 -6.168 0.0 0.1 -0.1
H -3.875 -7.736 -5.342 0.0 0.0 -0.1
H -3.849 -7.863 -7.112 0.0 0.0 0.0
H -4.029 -5.472 -6.360 0.1 0.1 0.2
H -1.276 -6.114 -7.548 -0.1 -0.1 0.0
H -2.091 -4.560 -7.623 -0.1 0.0 0.0
H -2.776 -5.952 -8.483 0.0 0.0 0.0
H -1.524 -6.002 -5.136 -0.1 0.0 0.0
C -6.903 -1.687 -7.144 0.0 0.2 -0.1
C -6.346 -2.675 -8.157 0.0 -0.2 0.7
C -6.895 -4.075 -7.924 0.0 -0.2 -0.2
O -4.923 -2.701 -8.064 0.1 0.1 -0.3
H -6.624 -1.975 -6.126 -0.1 -0.1 0.0
H -6.493 -0.690 -7.316 0.0 0.0 -0.1
H -7.992 -1.632 -7.203 0.0 0.0 0.0
H -6.597 -2.346 -9.167 0.2 0.0 0.0
H -6.616 -4.442 -6.931 -0.1 0.1 0.0
H -6.480 -4.775 -8.651 0.0 0.1 0.0
H -7.984 -4.091 -8.007 0.0 0.0 0.0
H -4.689 -2.992 -7.173 0.0 0.0 -0.1
C -2.732 -11.845 -4.302 -0.2 -0.1 -0.2
C -1.482 -11.150 -4.819 -0.1 0.0 0.7
C -0.263 -11.511 -3.985 0.2 0.0 -0.1
O -1.677 -9.736 -4.791 0.1 0.0 -0.2
H -2.948 -11.541 -3.273 0.1 -0.1 0.0
H -3.600 -11.569 -4.904 0.1 0.0 0.0
H -2.620 -12.931 -4.329 0.0 0.0 0.0
H -1.310 -11.430 -5.861 0.0 0.2 0.0
H -0.396 -11.197 -2.945 -0.1 -0.1 0.0
H 0.625 -10.998 -4.361 0.0 -0.1 0.0
H -0.077 -12.587 -4.002 0.0 0.0 0.0
H -1.830 -9.475 -3.875 0.0 -0.1 -0.1
C 9.118 0.262 6.369 0.3 0.1 0.0
C 8.511 0.687 5.041 -0.5 -0.5 0.4
C 7.020 0.969 5.178 0.0 0.2 -0.2
O 8.711 -0.345 4.074 0.2 0.1 -0.3
H 8.650 -0.658 6.734 -0.1 0.1 0.0
H 10.183 0.052 6.254 0.0 0.1 0.0
H 8.995 1.039 7.126 0.0 -0.1 0.0
H 9.022 1.579 4.673 0.0 -0.1 -0.2
H 6.481 0.073 5.503 0.1 0.0 0.1
H 6.597 1.263 4.215 0.0 0.1 0.1
H 6.833 1.767 5.899 -0.1 0.0 0.0
H 8.262 -1.138 4.390 0.0 0.1 0.0
```
Forces are in eV/Å.

The value obtained for the max |F| is 0.0858 Eh/bohr. Its spin multiplicity is 1. The LUMO energy comes out at -0.341 eV. Its SMILES is CC[C@H](I)[C@@](N=C(C)C)(O[C@@](C)([PH2]=O)[C@@](Br)(CCCO)N(CCCCS(=O)(=O)Cl)Cc1cccc(C)c1)B(O)O.CC(C)O.CC(C)O.CC(C)O.CC(C)O.CC(C)O.CC(C)O.CC(C)O.CC(C)O. The value obtained for the molar mass is 1280.5 g/mol. Its HOMO energy is -0.28606 hartree. For the HOMO-LUMO gap, the calculation gives 7.4 eV.